# 1
Entry from the Open Molecules 2025 dataset: an isolated molecule of C6H11BrN2O2 at a distorted geometry (wB97M-V/def2-TZVPD).

Structure (ORCA input):
```
! wB97M-V def2-TZVPD RIJCOSX def2/J DEFGRID3
* xyz 0 1
C -2.1471 -1.8306 0.0952
C -1.0218 -0.8590 0.3841
C -1.2315 0.4854 -0.3838
C -0.1113 1.4965 -0.0608
C 1.2782 0.8354 -0.3970
N 2.3391 1.6892 -0.0097
O 3.3021 1.8542 -0.7181
O 2.2343 2.2061 1.0676
C 1.4392 -0.5846 0.3430
Br 2.9891 -1.4719 -0.1585
N 0.2632 -1.3872 0.0377
H -2.5840 -1.3839 -0.8361
H -2.9507 -1.7303 0.9577
H -1.8314 -2.8973 -0.0294
H -1.1738 -0.6303 1.4511
H -2.0930 0.8935 0.1748
H -1.3713 0.4256 -1.4464
H -0.3290 2.3577 -0.5966
H -0.0483 1.8031 1.0234
H 1.3614 0.7626 -1.4211
H 1.4534 -0.2040 1.3521
H 0.2333 -1.8301 -0.8292
*
```

The HOMO energy comes out at -9.19 eV. As for the SMILES: C[C@@H]1CC[C@@H]([N+](=O)[O-])[C@H](Br)N1. The calculation puts the HOMO-LUMO gap at 9.67 eV.

# 2
Entry from the Open Molecules 2025 dataset: a cluster of 2 separate species, C6H11BrOS in total at a distorted geometry (wB97M-V/def2-TZVPD).

Structure (ORCA input):
```
! wB97M-V def2-TZVPD RIJCOSX def2/J DEFGRID3
* xyz 0 1
C -0.7051 0.1164 -0.9581
C -1.2338 -0.1293 0.4806
C 0.5597 0.9334 -0.9471
C -0.1164 -0.9624 1.2454
C 1.7188 0.1700 -0.1163
C 1.1979 -0.1508 1.3129
O -0.2538 1.2710 2.9841
S 1.0873 1.3370 2.4013
Br 3.1083 -3.0719 1.4141
H -0.6847 -0.8552 -1.4804
H -1.6178 0.5699 -1.4983
H -1.3721 0.7585 1.0058
H -2.1212 -0.6192 0.3909
H 0.9516 0.8896 -2.0321
H 0.5553 1.9776 -0.6193
H -0.5206 -1.2450 2.2279
H 0.1711 -1.9645 0.8205
H 1.8037 -0.8371 -0.4277
H 2.6812 0.7619 -0.2057
H 1.9233 -0.7541 1.7264
*
```

The HOMO energy (alpha / beta) comes out at -9.81 / -8.63 eV. The calculation puts the HOMO-LUMO gap (alpha / beta) at 9.05 / 4.73 eV.

Energy relative to the best compared isomer or geometry (same formula, charge and spin) (computed, eV): 5.546, 1.285
Total energy (computed, Eh): -3069.098162, -3282.546707